Record 1
Entry from the Open Molecules 2025 dataset: 19 unconnected molecules or ions with the total composition H38O19 (ωB97M-V with the def2-TZVPD basis set).

Element x y z (Å)
O1 -0.27 -2.37 -1.74
H1 -0.51 -1.68 -2.32
H2 0.69 -2.20 -1.38
O2 -2.16 4.03 -1.79
H3 -1.42 4.55 -2.01
H4 -1.80 3.36 -1.08
O3 -1.92 3.10 1.61
H5 -2.68 3.70 1.82
H6 -2.24 2.21 1.65
O4 3.45 -3.17 1.31
H7 2.76 -3.40 0.69
H8 2.98 -2.67 1.99
O5 1.15 -2.41 2.94
H9 0.46 -1.90 2.54
H10 1.37 -1.77 3.60
O6 -0.38 -4.52 0.94
H11 -0.31 -3.79 0.30
H12 0.17 -4.36 1.67
O7 -2.00 0.45 -0.01
H13 -2.34 -0.48 -0.04
H14 -2.55 0.69 -0.76
O8 4.14 0.33 -1.09
H15 4.06 1.07 -1.66
H16 4.81 0.46 -0.47
O9 1.89 -1.63 -0.62
H17 2.77 -1.73 -1.08
H18 2.11 -0.86 -0.06
O10 2.16 -2.42 -3.09
H19 2.87 -3.04 -3.21
H20 1.50 -2.77 -3.70
O11 1.40 2.14 -1.02
H21 1.04 1.80 -1.86
H22 0.77 1.92 -0.36
O12 3.70 3.22 -1.85
H23 3.20 3.59 -1.13
H24 3.12 2.62 -2.29
O13 -4.65 2.89 0.42
H25 -3.79 2.91 -0.01
H26 -4.46 2.10 0.97
O14 -3.63 -2.99 0.31
H27 -3.01 -3.07 -0.43
H28 -3.54 -3.67 0.99
O15 0.81 -0.93 -4.64
H29 0.09 -1.40 -4.29
H30 1.59 -0.78 -4.09
O16 -1.62 0.84 3.95
H31 -2.19 1.30 4.63
H32 -1.04 1.67 3.76
O17 -4.26 -0.47 0.53
H33 -3.71 -1.26 0.36
H34 -4.84 -0.88 1.19
O18 0.13 -0.06 2.27
H35 -0.18 0.18 3.15
H36 -0.54 0.12 1.68
O19 1.93 3.73 0.92
H37 2.55 3.05 1.17
H38 2.38 4.61 0.72

Properties
- relative energy (zero: lowest compared OMol25 entry of this formula, charge and spin) (eV) = 5.164

In elementary charge units, the natural (NBO) charges are:
1. O -1.0318
2. H 0.4516
3. H 0.5194
4. O -0.9456
5. H 0.4708
6. H 0.4744
7. O -0.9701
8. H 0.4899
9. H 0.4804
10. O -0.9636
11. H 0.4708
12. H 0.4853
13. O -0.9633
14. H 0.4907
15. H 0.4642
16. O -0.9665
17. H 0.4842
18. H 0.4818
19. O -0.9535
20. H 0.4723
21. H 0.4797
22. O -0.9643
23. H 0.4835
24. H 0.4767
25. O -0.9651
26. H 0.5130
27. H 0.5099
28. O -0.9612
29. H 0.4764
30. H 0.4877
31. O -0.9604
32. H 0.4690
33. H 0.4895
34. O -0.9469
35. H 0.4854
36. H 0.4640
37. O -0.9280
38. H 0.4629
39. H 0.4653
40. O -0.9818
41. H 0.5035
42. H 0.5092
43. O -0.9720
44. H 0.4673
45. H 0.5047
46. O -0.9639
47. H 0.4898
48. H 0.4853
49. O -0.9729
50. H 0.4705
51. H 0.4743
52. O -0.9738
53. H 0.4887
54. H 0.4873
55. O -0.9536
56. H 0.4792
57. H 0.4796

---

Record 2
Entry from the Open Molecules 2025 dataset: C17H21BrN3O6P in the gas phase (ωB97M-V with the def2-TZVPD basis set).

Element x y z (Å)
C1 -2.77 -1.92 2.69
C2 -1.72 -0.81 2.90
C3 -1.01 -0.51 1.60
C4 -1.66 0.30 0.61
C5 -3.05 0.84 0.90
C6 -3.15 2.34 1.00
O1 -3.79 3.00 0.26
O2 -2.49 2.92 2.07
C7 -1.12 3.13 1.85
C8 -0.79 4.23 0.91
O3 -0.33 2.47 2.41
C9 -1.01 0.56 -0.59
C10 -1.68 1.35 -1.67
O4 -2.62 0.58 -2.45
O5 -2.33 -0.81 -2.35
C11 0.28 0.03 -0.85
N1 0.88 0.30 -2.05
C12 2.05 -0.23 -2.23
C13 2.69 -1.05 -1.27
C14 4.03 -1.67 -1.58
N2 4.23 -2.08 -2.96
C15 5.11 -1.22 -3.77
N3 2.15 -1.31 -0.11
C16 0.92 -0.76 0.12
C17 0.26 -1.03 1.35
P1 1.23 -2.11 2.50
O6 0.04 -3.14 3.00
Br1 1.55 -0.79 4.27
H1 -3.67 -1.49 2.26
H2 -2.41 -2.67 2.00
H3 -3.03 -2.41 3.62
H4 -1.02 -1.05 3.68
H5 -2.23 0.09 3.20
H6 -3.71 0.54 0.09
H7 -3.46 0.44 1.81
H8 -1.51 4.32 0.10
H9 -0.78 5.19 1.42
H10 0.20 4.05 0.52
H11 -0.94 1.74 -2.37
H12 -2.22 2.20 -1.28
H13 -1.86 -1.00 -3.17
H14 2.55 -0.04 -3.16
H15 4.08 -2.55 -0.95
H16 4.84 -1.02 -1.24
H17 3.35 -2.21 -3.42
H18 5.83 -0.72 -3.13
H19 5.69 -1.84 -4.45
H20 4.56 -0.47 -4.33
H21 -0.14 -3.70 2.23

Properties
- SMILES = CCc1c(CC(=O)OC(C)=O)c(COO)c2ncc(CNC)nc2c1P(O)Br

In elementary charge units, the natural (NBO) charges are:
1. C -0.5906
2. C -0.4572
3. C 0.0323
4. C 0.0934
5. C -0.5854
6. C 0.8178
7. O -0.5205
8. O -0.5733
9. C 0.8059
10. C -0.7435
11. O -0.5060
12. C -0.0524
13. C -0.1328
14. O -0.2769
15. O -0.4506
16. C 0.1596
17. N -0.3827
18. C -0.0002
19. C 0.1917
20. C -0.2622
21. N -0.6221
22. C -0.4113
23. N -0.3826
24. C 0.0985
25. C -0.3299
26. P 1.0623
27. O -0.9915
28. Br -0.2404
29. H 0.1945
30. H 0.2025
31. H 0.2225
32. H 0.2425
33. H 0.2144
34. H 0.2620
35. H 0.2555
36. H 0.2423
37. H 0.2572
38. H 0.2429
39. H 0.2087
40. H 0.2062
41. H 0.4619
42. H 0.1940
43. H 0.2170
44. H 0.2129
45. H 0.3564
46. H 0.1949
47. H 0.1997
48. H 0.1703
49. H 0.4920

---

Record 3
Entry from the Open Molecules 2025 dataset: C5H12N2O2 in the gas phase (ωB97M-V with the def2-TZVPD basis set).

Element x y z (Å)
C1 1.89 1.19 -0.66
C2 0.92 0.32 0.13
C3 1.65 -0.71 0.99
O1 -0.05 1.04 0.83
C4 -1.19 0.24 0.00
C5 -2.02 -0.71 0.82
N1 -1.94 1.21 -0.65
N2 -0.11 -0.32 -0.81
O2 -0.10 -1.74 -0.88
H1 2.51 1.75 0.04
H2 1.33 1.89 -1.28
H3 2.52 0.58 -1.30
H4 0.95 -1.35 1.50
H5 2.32 -1.32 0.39
H6 2.22 -0.16 1.75
H7 -2.63 -1.33 0.16
H8 -2.66 -0.14 1.48
H9 -1.37 -1.36 1.41
H10 -1.37 1.86 -1.19
H11 -2.89 0.96 -0.90
H12 0.00 -1.92 -1.83

Properties
- SMILES = CC1(C)O[C@@](C)(N)N1O
- relative energy (zero: lowest compared OMol25 entry of this formula, charge and spin) (eV) = 3.225

In elementary charge units, the natural (NBO) charges are:
1. C -0.6281
2. C 0.3864
3. C -0.6451
4. O -0.5716
5. C 0.5454
6. C -0.6608
7. N -0.8492
8. N -0.2302
9. O -0.5925
10. H 0.2138
11. H 0.2122
12. H 0.2121
13. H 0.2161
14. H 0.2155
15. H 0.2185
16. H 0.2272
17. H 0.2321
18. H 0.2353
19. H 0.3965
20. H 0.3894
21. H 0.4769

---

Record 4
Entry from the Open Molecules 2025 dataset: C19H26N4O2 in the gas phase (ωB97M-V with the def2-TZVPD basis set).

Element x y z (Å)
C1 0.65 -3.22 1.60
C2 -0.45 -2.53 2.41
N1 -1.08 -1.43 1.70
C3 -2.14 -1.74 0.77
C4 -1.63 -1.95 -0.67
N2 -2.57 -1.39 -1.63
C5 -2.56 -2.08 -2.90
C6 -2.36 0.03 -1.82
C7 -0.71 -0.14 1.80
O1 -1.30 0.75 1.22
C8 0.49 0.18 2.71
N3 0.88 1.55 2.52
N4 0.78 2.39 3.54
C9 1.02 3.60 3.07
C10 1.26 3.55 1.70
C11 1.17 2.20 1.37
C12 1.33 1.76 0.00
C13 1.52 0.45 -0.43
C14 1.61 0.14 -1.78
C15 1.83 -1.28 -2.23
C16 1.49 1.16 -2.71
C17 1.33 2.47 -2.30
C18 1.29 2.79 -0.95
O2 1.15 4.11 -0.64
C19 1.56 4.56 0.65
H1 0.25 -3.63 0.68
H2 1.45 -2.53 1.36
H3 1.07 -4.04 2.19
H4 -1.23 -3.26 2.64
H5 -0.05 -2.17 3.36
H6 -2.84 -0.90 0.76
H7 -2.68 -2.63 1.12
H8 -0.64 -1.47 -0.77
H9 -1.52 -3.02 -0.88
H10 -2.80 -3.14 -2.74
H11 -1.59 -2.01 -3.42
H12 -3.32 -1.65 -3.54
H13 -3.21 0.45 -2.36
H14 -2.28 0.53 -0.85
H15 -1.44 0.25 -2.38
H16 0.20 0.09 3.76
H17 1.33 -0.49 2.51
H18 1.00 4.46 3.72
H19 1.60 -0.34 0.30
H20 1.01 -1.61 -2.86
H21 1.92 -1.96 -1.39
H22 2.74 -1.34 -2.82
H23 1.53 0.93 -3.76
H24 1.26 3.27 -3.03
H25 1.03 5.49 0.82
H26 2.64 4.78 0.62

Properties
- SMILES = CCN(CCN(C)C)C(=O)Cn1ncc2c1-c1cc(C)ccc1OC2
- relative energy (zero: lowest compared OMol25 entry of this formula, charge and spin) (eV) = 3.003

In elementary charge units, the natural (NBO) charges are:
1. C -0.6170
2. C -0.2056
3. N -0.4429
4. C -0.2311
5. C -0.2225
6. N -0.4436
7. C -0.4027
8. C -0.4316
9. C 0.6844
10. O -0.6216
11. C -0.3175
12. N -0.1479
13. N -0.2604
14. C -0.0456
15. C -0.1542
16. C 0.1370
17. C -0.0581
18. C -0.2117
19. C -0.0370
20. C -0.6290
21. C -0.1918
22. C -0.2446
23. C 0.3128
24. O -0.4836
25. C -0.0625
26. H 0.2115
27. H 0.2003
28. H 0.2174
29. H 0.2043
30. H 0.2022
31. H 0.2430
32. H 0.1981
33. H 0.1773
34. H 0.1911
35. H 0.1942
36. H 0.1559
37. H 0.2013
38. H 0.1956
39. H 0.2347
40. H 0.1665
41. H 0.2599
42. H 0.2137
43. H 0.2093
44. H 0.1948
45. H 0.2160
46. H 0.2093
47. H 0.2201
48. H 0.2099
49. H 0.2251
50. H 0.2025
51. H 0.1742

---

| no. | gap between HOMO and LUMO (eV) | maximum force (eV/A) | calculated total energy (eV) |
| --- | --- | --- | --- |
| 1 | 10.4 | 3.96 | -39517.7353 |
| 2 | 7.8 | 1.45 | -114054.1043 |
| 3 | 9.9 | 2.49 | -12452.7578 |
| 4 | 8.4 | 1.08 | -30180.0275 |